Entry 1:
Entry from the OMol25 dataset: a molecular structure, C35H52IrOP3Sb (ωB97M-V/def2-TZVPD).

Computed properties:
- total charge = +4
- F_max (eV/Å) = 4.6
- ⟨S²⟩ = 8.820
- relative energy (zero: lowest compared OMol25 entry of this formula, charge and spin) (kcal/mol) = 16.9
- HOMO-LUMO gap (alpha / beta) (eV) = 5.7206 / 3.3686
- spin multiplicity = 6

```
93
Properties=species:S:1:pos:R:3:lowdin_spin:R:1
Ir 1.383 0.720 -0.924 0.70
P 3.254 1.304 0.111 0.17
P 0.053 2.465 -0.627 0.18
P 1.965 1.214 -3.083 0.07
H 0.126 -2.029 0.355 0.04
C 0.869 -2.147 -0.390 0.21
C 0.843 -1.055 -1.454 0.30
H -0.118 -0.979 -1.958 0.05
C 3.111 0.726 1.862 0.02
C 3.810 3.069 0.278 0.04
C 4.754 0.466 -0.495 0.04
C -1.556 2.047 -1.338 0.06
C -0.290 2.762 1.169 0.04
C 0.366 4.190 -1.235 0.02
C 3.215 0.060 -3.748 0.02
C 2.634 2.855 -3.572 0.00
C 0.522 0.957 -4.189 0.02
H 1.859 -2.287 -0.002 0.01
H 1.580 -1.324 -2.197 0.04
H 2.613 -0.254 1.859 0.00
H 2.509 1.425 2.463 0.00
H 4.111 0.623 2.315 0.00
H 3.007 3.704 0.685 0.00
H 4.124 3.473 -0.697 0.00
H 4.677 3.142 0.963 0.01
H 4.498 -0.553 -0.789 0.00
H 5.513 0.417 0.292 0.01
H 5.176 0.991 -1.353 0.00
H -1.760 2.662 -2.213 0.00
H -2.352 2.192 -0.610 0.00
H -1.544 1.000 -1.632 0.01
H -0.231 3.839 1.412 0.00
H 0.452 2.216 1.772 0.01
H -1.300 2.388 1.417 0.00
H -0.061 4.318 -2.242 0.00
H 1.443 4.418 -1.268 0.00
H -0.118 4.925 -0.566 0.00
H 3.751 0.547 -4.572 0.00
H 2.720 -0.843 -4.120 0.00
H 3.937 -0.214 -2.973 0.00
H 3.284 2.721 -4.458 0.00
H 3.240 3.300 -2.770 0.00
H 1.821 3.549 -3.840 0.00
H 0.865 0.978 -5.232 0.00
H -0.221 1.748 -4.035 0.00
H 0.065 -0.016 -3.977 0.00
C 0.587 -3.946 -3.311 0.17
C -0.283 -3.578 -4.413 0.15
C 0.201 -3.530 -5.750 0.02
C 1.554 -3.782 -6.016 0.23
C 2.414 -4.072 -4.964 0.02
C 1.984 -4.155 -3.651 0.13
O 0.216 -4.017 -2.035 0.26
H 0.534 -3.283 -1.224 0.04
H -1.310 -3.359 -4.218 0.00
H -0.465 -3.288 -6.542 0.00
H 1.921 -3.740 -7.052 0.01
H 3.488 -4.225 -5.164 0.00
H 2.633 -4.407 -2.854 0.00
C -5.016 -3.841 4.507 0.05
C -4.972 -3.877 3.101 0.32
C -4.078 -3.054 2.407 0.16
C -3.240 -2.190 3.113 0.14
C -3.261 -2.154 4.509 0.32
C -4.156 -2.980 5.203 0.10
Sb -1.974 -0.842 1.947 0.45
C -3.500 0.718 1.819 0.10
C -4.267 0.741 0.646 0.01
C -5.255 1.723 0.477 0.00
C -5.479 2.671 1.483 0.01
C -4.731 2.622 2.665 0.01
C -3.754 1.627 2.847 0.03
C -0.483 -0.375 3.477 0.07
C -0.371 0.865 4.093 0.02
C 0.679 1.120 4.995 0.01
C 1.612 0.107 5.276 0.03
C 1.492 -1.139 4.671 0.00
C 0.448 -1.395 3.765 0.02
H -5.710 -4.481 5.048 0.00
H -5.632 -4.548 2.552 0.01
H -4.047 -3.093 1.313 0.01
H -2.591 -1.492 5.065 0.01
H -4.179 -2.952 6.295 0.00
H -4.097 0.009 -0.145 0.00
H -5.844 1.742 -0.444 0.00
H -6.238 3.445 1.345 0.00
H -4.903 3.356 3.456 0.00
H -3.209 1.579 3.791 0.00
H -1.090 1.667 3.887 0.00
H 0.761 2.094 5.465 0.00
H 2.432 0.307 5.977 0.00
H 2.210 -1.937 4.892 0.00
H 0.368 -2.371 3.299 0.00
```

---

Entry 2:
Entry from the OMol25 dataset: a molecular structure, C35H52OP4PbSe (ωB97M-V/def2-TZVPD).

Computed properties:
- total charge = +4
- F_max (eV/Å) = 4.1
- relative energy (zero: lowest compared OMol25 entry of this formula, charge and spin) (kcal/mol) = 50.4
- HOMO-LUMO gap (alpha / beta) (eV) = 2.2285 / 3.6001

```
94
Properties=species:S:1:pos:R:3:mulliken_charge:R:1
Pb 0.099 0.067 -1.516 1.19
P 2.895 0.238 -0.447 0.67
P 0.290 1.641 2.202 0.68
P 1.221 3.405 -0.360 0.88
H -3.656 1.710 -7.326 0.54
C -2.807 2.148 -7.883 -0.35
C -1.649 1.463 -8.014 -0.21
H -1.610 0.358 -7.877 0.33
C 3.105 -1.562 -0.582 -0.91
C 4.080 0.568 0.896 -1.19
C 3.886 0.759 -1.894 -1.20
C -1.173 2.574 2.933 -1.37
C 0.216 0.398 3.592 -1.14
C 1.515 2.746 3.127 -1.37
C 1.231 3.977 -2.122 -1.17
C 2.914 3.998 0.023 -1.49
C 0.347 4.891 0.261 -1.26
H -3.050 3.093 -8.422 0.36
H -0.695 1.977 -8.259 0.34
H 2.399 -2.016 -1.291 0.38
H 3.012 -2.017 0.412 0.04
H 4.095 -1.789 -0.986 0.59
H 3.704 0.072 1.804 0.17
H 4.170 1.653 1.052 0.30
H 5.076 0.166 0.651 0.52
H 3.416 0.411 -2.824 0.38
H 4.879 0.294 -1.839 0.49
H 3.999 1.851 -1.912 0.30
H -1.058 2.650 4.035 0.49
H -2.084 1.987 2.721 0.40
H -1.261 3.593 2.512 0.35
H 0.184 1.009 4.514 0.73
H 1.148 -0.206 3.642 0.37
H -0.713 -0.211 3.565 0.16
H 1.324 2.612 4.214 0.55
H 1.429 3.830 2.898 0.41
H 2.550 2.409 2.923 0.32
H 1.506 5.041 -2.071 0.58
H 0.233 3.946 -2.590 0.30
H 1.995 3.418 -2.687 0.32
H 3.010 5.035 -0.319 0.59
H 3.664 3.401 -0.511 0.40
H 3.080 3.995 1.107 0.39
H 0.878 5.759 -0.144 0.58
H 0.367 4.953 1.356 0.31
H -0.679 4.915 -0.130 0.32
C -2.475 2.640 -2.489 0.65
C -2.192 1.783 -3.571 -0.71
C -2.424 2.289 -4.862 0.16
C -3.237 3.408 -5.097 0.09
C -3.722 4.100 -3.965 -0.75
C -3.346 3.754 -2.660 -0.63
Se -1.567 2.363 -0.790 0.16
H 0.020 2.036 -1.555 -0.32
H -1.785 0.754 -3.401 0.33
H -2.020 1.781 -5.733 -0.08
H -3.543 3.706 -6.108 0.24
H -4.422 4.931 -4.094 0.41
H -3.735 4.369 -1.837 0.46
O -0.035 -1.511 0.681 0.22
P -0.376 -2.780 1.462 1.47
C -1.868 -2.429 2.334 0.50
C -1.962 -2.741 3.700 -0.17
C -3.165 -2.512 4.390 -0.69
C -4.267 -1.959 3.713 -0.58
C -4.161 -1.627 2.348 -0.94
C -2.949 -1.818 1.666 -0.79
C -0.652 -4.134 0.352 0.49
C 0.434 -4.968 0.036 -0.35
C 0.334 -5.940 -0.973 -0.79
C -0.855 -6.028 -1.728 -0.46
C -1.941 -5.176 -1.427 -0.92
C -1.828 -4.241 -0.395 -0.41
C 0.832 -3.316 2.635 0.30
C 2.040 -2.657 2.924 -0.10
C 2.951 -3.223 3.810 -0.90
C 2.734 -4.444 4.449 -0.73
C 1.548 -5.119 4.153 -0.80
C 0.623 -4.569 3.263 -0.38
H -1.108 -3.177 4.231 0.36
H -3.207 -2.759 5.463 0.45
H -5.182 -1.725 4.280 0.41
H -5.040 -1.199 1.840 0.42
H -2.866 -1.508 0.618 0.37
H 1.377 -4.822 0.573 0.36
H 1.201 -6.591 -1.188 0.42
H -0.915 -6.758 -2.542 0.43
H -2.842 -5.255 -2.043 0.45
H -2.653 -3.559 -0.204 0.32
H 2.328 -1.710 2.470 0.08
H 3.893 -2.725 4.032 0.43
H 3.472 -4.870 5.140 0.44
H 1.337 -6.087 4.603 0.46
H -0.266 -5.184 3.059 0.52
```

---

Entry 3:
Entry from the OMol25 dataset: a molecular structure, C35H52OP4RhSe (ωB97M-V/def2-TZVPD).

Computed properties:
- total charge = +3
- F_max (eV/Å) = 2.0
- ⟨S²⟩ = 6.031
- relative energy (zero: lowest compared OMol25 entry of this formula, charge and spin) (kcal/mol) = 1.0
- HOMO-LUMO gap (alpha / beta) (eV) = 7.5065 / 3.1032
- spin multiplicity = 5

```
94
Properties=species:S:1:pos:R:3:lowdin_spin:R:1
Rh 0.144 -0.307 -0.605 1.08
P -1.011 1.676 -0.441 0.15
P -1.716 -1.699 -0.500 0.05
P 0.476 -0.275 -2.877 0.18
H 2.375 -0.736 1.149 0.01
C 2.279 -0.261 0.165 0.08
C 1.847 1.088 0.138 0.05
H 1.550 1.571 1.076 0.00
C -1.192 2.202 1.294 0.03
C -2.735 1.783 -1.045 0.03
C -0.212 3.109 -1.245 0.03
C -1.539 -3.527 -0.337 0.02
C -2.653 -1.275 1.022 0.02
C -2.958 -1.577 -1.860 0.00
C 1.955 0.727 -3.235 0.03
C -0.870 0.538 -3.815 0.03
C 0.711 -1.843 -3.777 0.07
H 3.026 -0.588 -0.560 0.01
H 2.184 1.748 -0.668 0.00
H -0.221 2.228 1.797 0.00
H -1.831 1.498 1.836 0.00
H -1.643 3.201 1.329 0.01
H -3.413 1.123 -0.490 0.00
H -2.780 1.558 -2.115 0.00
H -3.053 2.823 -0.888 0.01
H 0.841 3.184 -0.964 0.00
H -0.737 4.004 -0.890 0.01
H -0.293 3.053 -2.335 0.00
H -2.489 -4.007 -0.045 0.00
H -0.776 -3.763 0.417 0.00
H -1.205 -3.964 -1.287 0.00
H -3.450 -2.013 1.199 0.00
H -3.114 -0.281 0.980 0.00
H -1.935 -1.293 1.855 0.00
H -3.795 -2.266 -1.662 0.00
H -2.499 -1.861 -2.815 0.00
H -3.370 -0.565 -1.944 0.00
H 2.198 0.595 -4.296 0.01
H 2.808 0.414 -2.621 0.00
H 1.748 1.786 -3.038 0.00
H -0.633 0.423 -4.882 0.01
H -0.951 1.607 -3.583 0.00
H -1.832 0.052 -3.616 0.00
H 1.000 -1.607 -4.811 0.01
H -0.212 -2.439 -3.766 0.00
H 1.506 -2.459 -3.308 0.02
C 3.716 -3.789 -0.785 0.24
C 4.654 -2.892 -0.207 0.10
C 5.991 -3.244 -0.090 0.02
C 6.433 -4.527 -0.483 0.19
C 5.493 -5.445 -1.005 0.01
C 4.159 -5.088 -1.144 0.11
Se 1.976 -3.339 -1.096 1.20
H 0.775 -1.363 0.389 0.12
H 4.305 -1.916 0.116 0.00
H 6.706 -2.508 0.308 0.00
H 7.488 -4.802 -0.383 0.01
H 5.811 -6.445 -1.314 0.00
H 3.434 -5.783 -1.555 0.01
O -0.116 -0.447 2.645 0.03
P 0.186 0.052 4.036 0.00
C 0.707 -1.292 5.100 0.00
C 0.746 -2.595 4.582 0.00
C 1.137 -3.656 5.400 0.00
C 1.477 -3.423 6.740 0.00
C 1.417 -2.124 7.262 0.00
C 1.023 -1.058 6.446 0.00
C 1.523 1.250 3.980 0.00
C 1.280 2.629 3.837 0.00
C 2.348 3.514 3.674 0.00
C 3.658 3.029 3.634 0.00
C 3.907 1.657 3.756 0.00
C 2.842 0.769 3.928 0.00
C -1.242 0.823 4.836 0.00
C -2.522 0.322 4.537 0.00
C -3.661 0.930 5.075 0.00
C -3.530 2.018 5.952 0.00
C -2.254 2.482 6.296 0.00
C -1.117 1.884 5.749 0.00
H 0.467 -2.767 3.544 0.00
H 1.170 -4.668 4.989 0.00
H 1.781 -4.254 7.383 0.00
H 1.672 -1.936 8.309 0.00
H 0.955 -0.051 6.856 0.00
H 0.257 3.015 3.872 0.00
H 2.143 4.586 3.575 0.00
H 4.491 3.724 3.512 0.00
H 4.926 1.269 3.717 0.00
H 3.031 -0.303 4.025 0.00
H -2.631 -0.532 3.872 0.00
H -4.651 0.560 4.801 0.00
H -4.419 2.500 6.366 0.00
H -2.143 3.326 6.982 0.00
H -0.134 2.269 6.020 0.00
```

---

Entry 4:
Entry from the OMol25 dataset: a molecular structure, C35H53BaN4OP2 (ωB97M-V/def2-TZVPD).

Computed properties:
- total charge = +1
- F_max (eV/Å) = 4.0
- relative energy (zero: lowest compared OMol25 entry of this formula, charge and spin) (kcal/mol) = 0.0
- HOMO-LUMO gap (eV) = 5.3296

```
96
Properties=species:S:1:pos:R:3:mulliken_charge:R:1
C -1.353 -1.603 -2.259 -0.40
C 0.674 -2.545 -1.573 0.20
C -1.538 -2.586 -3.235 -0.93
C 0.446 -3.652 -2.431 -0.94
C -0.653 -3.668 -3.273 -0.92
H -2.400 -2.500 -3.893 0.47
H 1.212 -4.430 -2.426 0.49
H -0.827 -4.501 -3.949 0.40
N -0.303 -1.581 -1.419 1.54
P -2.729 0.027 -0.418 0.64
P 2.685 -0.968 -0.335 0.49
C -2.408 -0.482 -2.155 -0.80
H -2.054 0.391 -2.726 0.46
H -3.346 -0.799 -2.637 0.49
C 0.812 3.242 2.153 0.21
O 1.129 4.334 2.293 -0.14
C 1.943 -2.452 -0.896 -0.75
H 2.487 -3.398 -0.789 0.17
C 3.735 -0.176 -1.690 1.63
C 3.608 -1.389 1.267 2.30
C -3.570 1.741 -0.409 1.92
C -3.820 -1.392 0.194 2.05
C 3.840 1.329 -1.358 -1.67
H 4.436 1.513 -0.455 0.30
H 4.330 1.848 -2.191 0.51
H 2.854 1.789 -1.210 0.04
C 5.116 -0.828 -1.782 -2.07
H 5.743 -0.670 -0.899 0.32
H 5.036 -1.903 -1.981 0.40
H 5.655 -0.380 -2.630 0.52
C 3.024 -0.392 -3.032 -1.37
H 3.552 0.176 -3.812 0.64
H 3.044 -1.452 -3.312 0.37
H 1.983 -0.053 -3.012 -0.36
C 4.356 -0.115 1.720 -2.00
H 3.699 0.770 1.787 0.25
H 4.782 -0.288 2.718 0.52
H 5.193 0.122 1.048 0.29
C 2.564 -1.822 2.320 -1.75
H 1.861 -1.019 2.615 0.01
H 1.978 -2.691 1.984 0.23
H 3.089 -2.111 3.243 0.69
C 4.595 -2.538 1.049 -1.84
H 5.353 -2.309 0.294 0.31
H 5.124 -2.710 1.998 0.55
H 4.085 -3.467 0.774 0.32
C -4.276 -1.052 1.623 -2.00
H -4.824 -1.910 2.038 0.53
H -3.420 -0.857 2.289 0.27
H -4.960 -0.193 1.651 0.32
C -2.981 -2.685 0.222 -1.66
H -2.720 -3.023 -0.789 0.34
H -2.056 -2.564 0.803 -0.07
H -3.577 -3.485 0.691 0.59
C -5.020 -1.618 -0.726 -1.87
H -5.625 -2.425 -0.288 0.53
H -5.663 -0.738 -0.810 0.28
H -4.715 -1.936 -1.728 0.36
C -2.826 2.698 -1.360 -1.84
H -2.876 2.358 -2.404 0.36
H -3.302 3.691 -1.315 0.61
H -1.771 2.827 -1.094 0.13
C -3.458 2.256 1.044 -1.50
H -2.410 2.374 1.373 0.10
H -3.933 3.244 1.124 0.51
H -3.963 1.592 1.759 0.25
C -5.036 1.660 -0.840 -2.06
H -5.143 1.239 -1.847 0.35
H -5.656 1.091 -0.138 0.37
H -5.455 2.679 -0.867 0.53
Ba 0.077 0.245 0.906 1.48
N 0.322 1.556 -1.460 0.03
C 0.413 1.986 -2.554 -0.33
C 0.521 2.666 -3.788 0.47
C 0.339 4.060 -3.838 -0.23
C 0.829 1.961 -4.962 -0.12
C 0.497 4.744 -5.045 -0.69
H 0.082 4.584 -2.916 0.43
C 1.004 2.646 -6.166 -0.80
H 0.923 0.878 -4.900 0.43
C 0.842 4.038 -6.206 -0.35
H 0.350 5.830 -5.069 0.39
H 1.266 2.082 -7.067 0.40
H 0.982 4.570 -7.151 0.40
C -1.061 0.356 4.160 -0.96
C -0.984 -1.122 3.951 0.09
N -0.789 -1.763 2.796 0.80
C -0.835 -3.127 3.093 -0.48
C -1.038 -3.294 4.432 -0.91
N -1.118 -2.009 4.955 -0.09
H -1.348 0.561 5.201 0.50
H -0.077 0.826 3.978 0.16
H -1.838 0.794 3.505 0.01
H -0.728 -3.880 2.326 0.47
H -1.137 -4.170 5.050 0.44
H -1.250 -1.753 5.927 0.23
```